Entry 1:
The following is a DFT calculation (the ωB97M-V functional and the def2-TZVPD basis) of a structure of composition C9H10N2ReS2Te4 in a non-equilibrium geometry.

The geometry in XYZ format:
```
28
C9H10N2ReS2Te4, DFT the ωB97M-V functional and the def2-TZVPD basis
Re 0.3222 1.0981 -0.3859
Te 0.7003 2.7094 -2.2894
Te 0.2112 1.5171 -4.7876
Te 0.9866 -1.1082 -4.1314
Te 1.9468 -0.6106 -1.6796
C 3.3739 0.2571 1.5927
C 2.0340 -0.2937 1.8426
N 0.9508 -0.2373 1.0674
C -0.0039 -1.2687 1.4772
C 0.3876 -1.9679 2.6041
S 1.8892 -1.3787 3.2774
C -1.1533 -1.3068 0.5609
C -2.3787 -1.9175 0.6447
S -3.4025 -1.3503 -0.6389
C -2.1229 -0.4258 -1.2672
N -0.9499 -0.4944 -0.6106
C -2.4299 0.5797 -2.2665
H 3.5363 0.4718 0.5287
H 4.0599 -0.5284 1.9331
H 3.5526 1.1215 2.2448
H -0.0183 -2.8921 3.0314
H -2.7411 -2.6796 1.3327
H -3.5356 0.4499 -2.4559
H -1.8063 0.4659 -3.1685
H -2.1498 1.5488 -1.7730
C -0.2801 2.4475 0.8343
H -1.2938 2.7818 0.9093
H 0.3147 3.0114 1.5735
```

Maximum force   0.1005 hartree/bohr
2S+1   4
HOMO-LUMO gap (alpha / beta)   0.19709 / 0.19696 hartree
E_LUMO (alpha / beta)   -0.023 / -0.034 Eh
E_tot   -65445.6544 eV
HOMO level (alpha / beta)   -5.99 / -6.30 eV
Energy above the lowest of the compared OMol25 structures with the same formula, charge and spin   0.0 kcal per mole

Results of the natural (NBO) charge analysis, in e, for atoms 1 through 4:
1. Re 0.6290
2. Te -0.0277
3. Te -0.1451
4. Te -0.0713

---

Entry 2:
The following is a DFT calculation (the ωB97M-V functional and the def2-TZVPD basis) of an isolated molecule of C9H10N2S in a non-equilibrium geometry.

The geometry in XYZ format:
```
22
C9H10N2S, DFT the ωB97M-V functional and the def2-TZVPD basis
S 0.5084 -3.1565 -0.9246
C 1.5041 -1.5801 -0.6200
C 0.7014 -0.3634 -1.0643
C -0.1982 0.1866 -0.2306
N -0.8518 1.3974 -0.4875
C -2.2122 1.5752 -0.4398
C -2.5101 2.8000 -0.8860
C -1.2246 3.3814 -1.1771
N -0.2256 2.5124 -1.0453
C -0.5019 -0.4550 1.0028
C 0.3737 -1.3141 1.5255
C 1.7379 -1.3337 0.9087
H 0.8081 -3.3682 -2.3388
H 2.4000 -1.6752 -1.3019
H 1.0895 -0.0264 -1.9402
H -2.9510 0.8413 -0.1044
H -3.4893 3.3297 -0.8264
H -1.2302 4.4159 -1.4535
H -1.4846 -0.3489 1.4232
H 0.0894 -2.0155 2.3177
H 2.1774 -0.3533 0.9471
H 2.2731 -2.0643 1.3786
```

Maximum force   0.0598 hartree/bohr
2S+1   1
HOMO-LUMO gap   0.32482 hartree
E_LUMO   0.012 Eh
E_tot   -23307.8919 eV
HOMO level   -8.51 eV
Energy above the lowest of the compared OMol25 structures with the same formula, charge and spin   66.2 kcal per mole

Results of the natural (NBO) charge analysis, in e, for atoms 1 through 4:
1. S -0.0960
2. C -0.3052
3. C -0.1789
4. C 0.1201

---

Entry 3:
The following is a DFT calculation (the ωB97M-V functional and the def2-TZVPD basis) of the ion C9H10N3 with charge +1 in a non-equilibrium geometry.

The geometry in XYZ format:
```
22
C9H10N3, DFT the ωB97M-V functional and the def2-TZVPD basis
C -0.9188 -0.1645 -2.4269
C -0.1724 -0.2360 -1.3760
N 0.6895 -1.2861 -1.0440
C 0.9493 -1.7409 0.1746
C 1.6166 -3.0584 0.3073
N 0.6864 -1.0812 1.3178
C 0.2358 0.1984 1.1863
C -0.0818 1.0822 2.3155
C -0.6173 2.1832 1.7680
N -0.7964 2.0289 0.3509
C -1.4330 2.9072 -0.3866
C -0.3365 0.7631 0.0473
H -0.6216 -0.7682 -3.3188
H -1.6509 0.5969 -2.5363
H 0.7272 -1.9172 -1.7439
H 1.0042 -3.9310 0.2626
H 2.0456 -3.0640 1.2729
H 2.5831 -3.3776 -0.2691
H 0.1930 1.0011 3.2820
H -0.8813 3.1375 2.2647
H -1.5110 2.8738 -1.5004
H -1.7095 3.8529 0.0523
```

Maximum force   0.1305 hartree/bohr
Charge   +1
2S+1   1
HOMO-LUMO gap (alpha / beta)   0.23214 / 0.23197 hartree
E_LUMO (alpha / beta)   -0.208 / -0.208 Eh
E_tot   -13955.2372 eV
HOMO level (alpha / beta)   -11.98 / -11.98 eV
Energy above the lowest of the compared OMol25 structures with the same formula, charge and spin   49.9 kcal per mole

Results of the natural (NBO) charge analysis, in e, for atoms 1 through 4:
1. C -0.4623
2. C 0.2159
3. N -0.5416
4. C 0.5418

---

Entry 4:
The following is a DFT calculation (the ωB97M-V functional and the def2-TZVPD basis) of the ion C9H10N3O with charge +1 in a non-equilibrium geometry.

The geometry in XYZ format:
```
23
C9H10N3O, DFT the ωB97M-V functional and the def2-TZVPD basis
N 3.3606 -0.6640 -0.6818
C 1.8571 -0.3363 -0.4527
N 1.3575 -1.3690 0.4489
C 0.1177 -1.4350 0.7872
C -0.9609 -0.5618 0.5375
C -2.2148 -1.1885 0.3701
C -3.2221 -0.3982 -0.1859
C -3.1249 0.9775 -0.2884
C -1.8933 1.6347 -0.1340
C -0.7993 0.8626 0.2654
N 0.4404 1.5342 0.4662
C 1.6821 1.0435 0.2272
O 2.6426 1.6505 0.5588
H 3.9703 0.0858 -0.3755
H 3.6479 -0.8259 -1.6425
H 3.7474 -1.4779 0.0328
H 1.3674 -0.5067 -1.4658
H -0.0750 -2.3176 1.3612
H -2.3501 -2.2062 0.5038
H -4.1432 -0.9593 -0.4377
H -4.0320 1.4968 -0.6982
H -1.8344 2.6504 -0.2462
H 0.4589 2.3106 1.0496
```

Maximum force   0.0754 hartree/bohr
Charge   +1
2S+1   1
HOMO-LUMO gap   0.33221 hartree
E_LUMO   -0.132 Eh
E_tot   -16005.8060 eV
HOMO level   -12.63 eV
Energy above the lowest of the compared OMol25 structures with the same formula, charge and spin   8.4 kcal per mole

Results of the natural (NBO) charge analysis, in e, for atoms 1 through 4:
1. N -0.7097
2. C -0.0060
3. N -0.4592
4. C 0.1630

---

Entry 5:
The following is a DFT calculation (the ωB97M-V functional and the def2-TZVPD basis) of an isolated molecule of C9H10O4 in a non-equilibrium geometry.

The geometry in XYZ format:
```
23
C9H10O4, DFT the ωB97M-V functional and the def2-TZVPD basis
C 1.3592 -3.1557 0.4351
O 0.9847 -1.8282 0.1668
C -0.1538 -1.3333 0.6985
O -0.8654 -2.0852 1.2828
C -0.2947 0.0611 0.7344
C 0.7778 0.8230 1.2720
O 1.8007 0.1719 2.0729
C 0.8143 2.1992 1.1915
C -0.0529 2.9335 0.3963
C -0.9863 2.1911 -0.2523
C -1.0294 0.8794 -0.1639
O -2.0057 0.2294 -0.9669
C -1.7787 0.0461 -2.3859
H 2.3533 -3.1890 0.1209
H 1.2269 -3.3293 1.4948
H 0.5879 -3.8346 -0.0911
H 2.5927 -0.2140 1.6121
H 1.6231 2.7847 1.6947
H -0.0911 3.9839 0.2897
H -1.8153 2.5498 -1.0137
H -2.5129 -0.5079 -2.9951
H -0.7876 -0.3913 -2.5554
H -1.7468 1.0153 -3.0383
```

Maximum force   0.1167 hartree/bohr
2S+1   1
HOMO-LUMO gap   0.36469 hartree
E_LUMO   0.021 Eh
E_tot   -17682.5001 eV
HOMO level   -9.36 eV
Energy above the lowest of the compared OMol25 structures with the same formula, charge and spin   74.1 kcal per mole

Results of the natural (NBO) charge analysis, in e, for atoms 1 through 4:
1. C -0.2557
2. O -0.5196
3. C 0.7721
4. O -0.5513

---

Entry 6:
The following is a DFT calculation (the ωB97M-V functional and the def2-TZVPD basis) of an isolated molecule of C9H10O4S2 in a non-equilibrium geometry.

The geometry in XYZ format:
```
25
C9H10O4S2, DFT the ωB97M-V functional and the def2-TZVPD basis
C 1.6016 0.3894 -0.3439
C -1.3420 0.5911 -0.2310
C 0.0008 -1.7855 1.2264
C 3.5215 1.8814 -0.1104
C -3.2153 2.0679 -0.1842
C 2.2237 1.6759 -0.3472
C -1.8669 1.9159 -0.2214
C 0.8738 -2.1808 0.0115
C -1.3952 -2.0878 0.8381
O 0.5449 -1.4303 2.2535
O 3.1003 -1.4065 -1.3016
O 0.1587 0.3298 -0.3285
O -3.4996 -0.9119 -0.4647
S 2.4293 -1.1947 -0.0122
S -2.0469 -0.9351 -0.6462
H 3.9862 2.7802 0.1405
H 4.2031 1.1394 -0.2028
H -3.5625 3.0782 -0.3408
H -3.8537 1.2856 -0.0822
H 1.6199 2.4729 -0.2633
H -1.3505 2.8244 -0.4195
H 1.0548 -3.2678 0.0536
H 0.3960 -2.2054 -0.8755
H -1.4845 -2.9633 0.2835
H -2.0975 -2.0631 1.5685
```

Maximum force   0.1004 hartree/bohr
2S+1   1
HOMO-LUMO gap (alpha / beta)   0.23708 / 0.27572 hartree
E_LUMO (alpha / beta)   -0.051 / -0.026 Eh
E_tot   -39346.2920 eV
HOMO level (alpha / beta)   -7.83 / -8.20 eV
Energy above the lowest of the compared OMol25 structures with the same formula, charge and spin   148.8 kcal per mole

Results of the natural (NBO) charge analysis, in e, for atoms 1 through 4:
1. C 0.1439
2. C 0.0641
3. C 0.5871
4. C -0.3131